Here is a structure of composition C48H36N5O5SbSe4V from OMol25. Energies are from ωB97M-V with the def2-TZVPD basis set.

HOMO-LUMO gap (spin up / spin down), Ha: 0.19762 / 0.19745
F_max, eV Å⁻¹: 3.64
E_tot, eV: -361658.7482
<S²>: 2.04

```
! RIJCOSX wB97M-V def2-TZVPD def2/J DEFGRID3
* xyz -1 3
V 13.75 17.42 13.99
C 17.34 11.68 7.02
O 18.11 12.84 7.43
C 17.50 13.58 8.41
C 16.19 13.30 8.82
C 15.60 14.07 9.86
C 16.32 15.04 10.53
C 17.67 15.25 10.08
C 18.22 14.62 8.99
C 15.69 15.88 11.56
C 15.81 15.42 12.84
C 16.77 14.41 13.20
C 16.83 14.36 14.55
C 15.76 15.22 15.09
N 15.23 15.94 14.00
C 15.50 15.62 16.34
C 14.75 16.82 16.77
C 14.55 17.23 18.16
C 13.84 18.38 18.21
C 13.46 18.62 16.86
C 12.67 19.72 16.46
C 12.11 20.54 17.55
C 12.89 21.50 18.13
C 12.39 22.33 19.13
C 11.07 22.20 19.52
O 10.37 23.04 20.33
C 11.06 24.14 20.95
C 10.25 21.16 18.96
C 10.82 20.36 17.97
C 12.38 20.09 15.09
N 12.82 19.38 14.05
C 12.52 20.08 12.94
C 12.89 19.77 11.55
C 12.42 20.78 10.56
C 11.33 20.57 9.71
C 11.05 21.62 8.80
C 11.78 22.80 8.77
O 11.36 23.88 8.05
C 12.25 24.87 7.63
C 12.91 22.88 9.59
C 13.26 21.87 10.45
C 13.70 18.80 11.17
C 14.12 18.61 9.79
C 15.02 17.58 9.84
C 15.11 17.09 11.19
N 14.34 17.87 12.00
C 11.79 21.24 13.24
C 11.69 21.21 14.64
N 14.15 17.75 15.99
C 16.17 14.83 17.42
C 15.85 13.52 17.45
C 16.45 12.69 18.35
C 17.41 13.22 19.25
O 18.00 12.44 20.26
C 18.73 11.31 19.80
C 17.78 14.56 19.18
C 17.13 15.37 18.22
H 17.22 11.04 7.89
H 16.37 11.98 6.60
H 17.92 11.21 6.24
H 15.55 12.44 8.49
H 14.59 13.87 10.14
H 18.17 16.05 10.61
H 19.19 14.86 8.48
H 17.45 13.96 12.53
H 17.50 13.78 15.16
H 14.88 16.58 18.94
H 13.41 18.92 19.06
H 13.92 21.69 17.78
H 13.00 23.08 19.58
H 10.29 24.50 21.66
H 11.87 23.69 21.53
H 11.42 24.92 20.28
H 9.20 21.14 19.27
H 10.20 19.63 17.50
H 10.64 19.74 9.69
H 10.17 21.56 8.19
H 11.78 25.34 6.77
H 12.51 25.60 8.41
H 13.17 24.40 7.28
H 13.61 23.74 9.60
H 14.09 21.92 11.12
H 13.75 19.25 9.01
H 15.35 17.00 8.99
H 11.62 22.02 12.51
H 11.30 21.92 15.30
H 15.14 13.11 16.73
H 16.14 11.60 18.31
H 18.85 10.57 20.64
H 18.22 10.77 19.01
H 19.70 11.57 19.34
H 18.60 14.89 19.80
H 17.28 16.42 18.08
O 11.58 16.46 11.96
N 12.11 16.57 13.01
Se 18.10 10.89 12.80
Sb 15.86 10.76 13.37
Se 11.56 16.18 14.73
Se 14.58 11.08 11.40
Se 14.58 10.62 15.31
*
```

=====

Here is a cluster of 4 separate species, H8O4 in total from OMol25. Energies are from ωB97M-V with the def2-TZVPD basis set.

HOMO-LUMO gap, Ha: 0.41456
F_max, eV Å⁻¹: 3.16
E_tot, eV: -8319.6495
SMILES string: O.O.O.O

```
! RIJCOSX wB97M-V def2-TZVPD def2/J DEFGRID3
* xyz 0 1
O 1.73 2.45 -0.34
H 1.08 2.11 0.25
H 1.21 2.90 -1.07
O -1.23 -2.17 1.34
H -1.53 -2.87 0.78
H -0.28 -2.34 1.31
O -0.93 0.44 0.26
H -1.20 -0.42 0.50
H -1.68 1.04 0.11
O 1.16 -0.68 -1.14
H 0.86 -0.03 -1.72
H 0.81 -0.42 -0.29
*
```

=====

Here is a structure of composition C7H18N2 from OMol25. Energies are from ωB97M-V with the def2-TZVPD basis set.

HOMO-LUMO gap, Ha: 0.31748
F_max, eV Å⁻¹: 4.91
E_tot, eV: -10529.3114

```
! RIJCOSX wB97M-V def2-TZVPD def2/J DEFGRID3
* xyz 0 1
C -0.55 -1.59 -1.24
C -0.52 0.18 -0.54
C 0.54 0.07 0.44
C 1.01 1.88 0.74
C -1.90 0.58 -0.08
C 0.24 -0.61 1.75
C 2.38 1.93 1.38
N -1.85 -2.10 -1.58
N 0.28 -1.47 -2.39
H -0.12 -2.30 -0.53
H -0.22 0.82 -1.38
H 1.45 -0.32 -0.02
H -2.40 -2.32 -0.76
H -2.36 -1.44 -2.16
H -0.18 -1.36 -3.30
H 1.00 -2.16 -2.53
H 0.99 2.42 -0.20
H 0.23 2.26 1.41
H -2.59 0.50 -0.93
H -1.91 1.62 0.23
H -2.26 -0.06 0.72
H 1.09 -1.21 2.07
H 0.02 0.11 2.55
H -0.63 -1.26 1.73
H 2.69 2.95 1.63
H 2.42 1.34 2.30
H 3.14 1.52 0.70
*
```

=====

Here is a structure of composition C46H39BN4O6P2Tl from OMol25. Energies are from ωB97M-V with the def2-TZVPD basis set.

HOMO-LUMO gap, Ha: 0.28755
F_max, eV Å⁻¹: 1.27
E_tot, eV: -90524.7024

```
! RIJCOSX wB97M-V def2-TZVPD def2/J DEFGRID3
* xyz 1 1
Tl 1.56 -0.02 -2.02
C 1.28 -6.08 -1.94
O 1.75 -4.86 -2.50
C 1.00 -4.38 -3.56
C 0.87 -5.03 -4.77
C 0.11 -4.44 -5.78
C -0.52 -3.24 -5.56
C -0.37 -2.54 -4.35
C -1.08 -1.29 -4.18
N -0.66 -0.29 -3.51
N -1.49 0.78 -3.50
C -1.86 1.43 -2.48
O -1.47 1.07 -1.22
C -2.86 2.47 -2.76
C -3.97 2.65 -1.95
C -4.98 3.52 -2.33
C -4.88 4.23 -3.52
C -3.76 4.06 -4.33
C -2.76 3.18 -3.96
C 0.40 -3.14 -3.34
O 0.54 -2.57 -2.12
H 2.09 -6.45 -1.31
H 1.05 -6.80 -2.72
H 0.40 -5.89 -1.32
H 1.36 -5.98 -4.95
H 0.00 -4.94 -6.72
H -1.11 -2.79 -6.33
H -2.06 -1.24 -4.65
H -4.06 2.07 -1.05
H -5.85 3.64 -1.71
H -5.67 4.88 -3.83
H -3.69 4.61 -5.26
H -1.91 3.02 -4.60
C -0.46 2.87 3.35
N -0.30 1.98 2.22
P -0.95 1.71 0.21
C -2.49 2.42 0.88
C -3.54 1.62 1.32
C -4.64 2.22 1.91
C -4.70 3.60 2.06
C -3.65 4.39 1.60
C -2.54 3.80 1.03
C 0.24 2.94 -0.45
C -0.15 3.86 -1.41
C 0.78 4.72 -1.97
C 2.12 4.63 -1.60
C 2.51 3.70 -0.65
C 1.58 2.85 -0.08
P 0.31 0.49 2.26
C 2.11 0.36 2.48
C 2.61 0.82 3.69
C 3.97 0.78 3.93
C 4.83 0.32 2.95
C 4.33 -0.12 1.73
C 2.97 -0.12 1.50
C -0.40 -0.76 3.37
C 0.34 -1.85 3.78
C -0.27 -2.83 4.55
C -1.61 -2.70 4.89
C -2.35 -1.61 4.47
C -1.74 -0.64 3.70
H -1.24 3.60 3.12
H 0.46 3.42 3.57
H -0.77 2.31 4.24
H -3.48 0.55 1.20
H -5.46 1.62 2.27
H -5.55 4.06 2.53
H -3.70 5.46 1.71
H -1.70 4.39 0.71
H -1.19 3.94 -1.69
H 0.46 5.45 -2.69
H 2.85 5.29 -2.05
H 3.55 3.64 -0.35
H 1.87 2.15 0.68
H 1.93 1.20 4.44
H 4.36 1.12 4.88
H 5.90 0.29 3.14
H 5.01 -0.45 0.96
H 2.55 -0.52 0.58
H 1.39 -1.94 3.51
H 0.29 -3.69 4.88
H -2.07 -3.47 5.50
H -3.39 -1.54 4.73
H -2.28 0.23 3.35
O 0.20 -0.76 -0.09
N -0.28 0.25 0.72
O 2.74 -2.58 -1.20
B 1.43 -3.08 -1.20
O 1.14 -3.73 -0.01
C 2.31 -3.71 0.70
C 2.58 -4.22 1.95
C 3.88 -4.05 2.43
C 4.86 -3.42 1.69
C 4.59 -2.91 0.42
C 3.29 -3.04 -0.04
H 1.83 -4.74 2.52
H 4.12 -4.44 3.41
H 5.85 -3.32 2.10
H 5.36 -2.46 -0.17
*
```

=====

ΔE to the lowest compared entry with this formula, charge and spin values (in kcal per mole) by entry order: 0.0; 23.7; 53.0; 15.9.